i.
The following is a quantum chemistry calculation of a structure of composition C39H56IrN2O4P3Si2, from the Open Molecules 2025 dataset.

Structure (ORCA input):
```
! RIJCOSX wB97M-V def2-TZVPD def2/J DEFGRID3
* xyz 1 2
Ir -0.082 -0.402 0.475
C 4.710 0.210 -0.592
Si 3.496 -0.671 0.509
C 4.119 -0.674 2.253
C 3.237 -2.377 -0.178
N 1.938 0.178 0.521
P 1.613 1.743 0.293
C -0.048 1.495 0.587
P -1.723 1.829 0.386
N -2.110 0.289 0.590
Si -3.694 -0.471 0.322
C -5.019 0.795 0.711
C -3.793 -1.895 1.495
C -3.905 -0.941 -1.459
C -2.379 2.864 1.691
C -2.559 4.241 1.551
C -3.027 4.987 2.623
C -3.297 4.367 3.834
C -3.094 3.001 3.985
C -2.634 2.248 2.918
C -2.194 2.479 -1.211
C -3.342 3.252 -1.386
C -3.699 3.674 -2.659
C -2.919 3.327 -3.752
C -1.789 2.536 -3.584
C -1.431 2.105 -2.319
C 1.977 2.290 -1.369
C 1.973 1.325 -2.381
C 2.242 1.696 -3.687
C 2.504 3.027 -3.990
C 2.475 3.993 -2.994
C 2.209 3.629 -1.682
C 2.450 2.795 1.460
C 1.873 2.950 2.723
C 2.541 3.667 3.702
C 3.785 4.219 3.428
C 4.366 4.060 2.177
C 3.701 3.351 1.189
H 5.656 -0.338 -0.572
H 4.919 1.233 -0.275
H 4.366 0.241 -1.628
H 5.044 -1.248 2.348
H 3.381 -1.110 2.933
H 4.321 0.348 2.587
H 3.676 -3.143 0.464
H 3.719 -2.458 -1.157
H 2.185 -2.615 -0.310
H -4.779 1.432 1.563
H -5.951 0.273 0.944
H -5.209 1.434 -0.155
H -3.915 -1.556 2.527
H -2.884 -2.488 1.420
H -4.632 -2.549 1.247
H -3.336 -0.265 -2.104
H -4.960 -0.886 -1.738
H -3.554 -1.954 -1.636
H -2.332 4.731 0.614
H -3.184 6.051 2.510
H -3.663 4.953 4.668
H -3.301 2.522 4.933
H -2.481 1.180 3.018
H -3.964 3.514 -0.541
H -4.591 4.271 -2.795
H -3.198 3.668 -4.740
H -1.186 2.257 -4.438
H -0.570 1.464 -2.189
H 1.751 0.292 -2.137
H 2.253 0.948 -4.469
H 2.730 3.313 -5.009
H 2.664 5.030 -3.237
H 2.177 4.385 -0.908
H 0.903 2.513 2.928
H 2.091 3.797 4.677
H 4.304 4.782 4.193
H 5.338 4.487 1.972
H 4.153 3.233 0.213
C 1.827 -5.172 -2.622
C 0.459 -4.521 -2.567
C 0.328 -3.441 -3.628
C -0.643 -5.559 -2.688
O 0.413 -3.900 -1.229
P -0.696 -2.918 -0.722
O -2.066 -3.400 -0.848
O -0.369 -1.452 -1.193
O -0.199 -2.655 0.808
C -0.063 -3.614 1.947
C -1.094 -4.719 1.814
C 1.346 -4.172 1.934
C -0.297 -2.774 3.187
H 1.966 -5.659 -3.588
H 1.923 -5.922 -1.837
H 2.611 -4.426 -2.486
H 0.454 -3.884 -4.616
H 1.090 -2.673 -3.484
H -0.654 -2.963 -3.585
H -0.611 -6.005 -3.682
H -1.623 -5.111 -2.529
H -0.504 -6.348 -1.947
H -0.936 -5.301 0.905
H -2.105 -4.320 1.779
H -1.002 -5.383 2.673
H 1.599 -4.558 0.947
H 1.411 -4.988 2.655
H 2.070 -3.404 2.206
H -1.346 -2.489 3.279
H 0.306 -1.864 3.143
H -0.005 -3.336 4.074
*
```

Values from the calculation:
Gap between HOMO and LUMO (spin up / spin down) ... 7.57 / 6.73 eV
<S²> ... 0.761
HOMO level (spin up / spin down) ... -0.40643 / -0.39932 hartree
LUMO energy (spin up / spin down) ... -3.5 / -4.1 eV

Here are the Mulliken charges for atoms 1 to 99, given in e: 4.226 -1.070 -0.263 -1.158 -0.689 0.226 0.857 0.332 0.728 -0.093 0.121 -1.134 -0.393 -0.877 0.569 -0.637 -0.763 -0.591 -0.785 -0.759 0.624 -0.767 -1.010 -0.769 -0.886 -0.278 1.543 -1.053 -0.773 -0.777 -0.801 -0.699 0.529 -0.709 -0.816 -0.613 -0.992 -0.366 0.525 0.294 0.266 0.427 0.309 0.325 0.494 0.405 -0.191 0.300 0.448 0.264 0.364 -0.479 0.425 0.222 0.509 0.230 0.531 0.458 0.429 0.463 0.435 0.669 0.469 0.411 0.530 0.438 0.574 0.463 0.446 0.481 0.578 0.390 0.470 0.418 0.452 0.489 -1.576 1.372 -1.426 -1.535 0.157 -0.630 -0.965 -0.685 -0.715 1.314 -1.418 -1.227 -1.440 0.444 0.364 0.239 0.556 0.267 0.265 0.451 0.283 0.340 0.243



ii.
The following is a quantum chemistry calculation of a structure of composition C39H56IrN2O4P3Si2, from the Open Molecules 2025 dataset.

Structure (ORCA input):
```
! RIJCOSX wB97M-V def2-TZVPD def2/J DEFGRID3
* xyz 1 2
Ir -0.368 -0.081 0.090
C -0.089 2.341 -4.237
Si -1.257 1.667 -2.938
C -2.506 0.565 -3.785
C -2.005 3.098 -2.008
N -0.342 0.648 -1.823
P 1.030 -0.203 -2.170
C 0.964 -1.119 -0.697
P 1.374 -2.023 0.730
N 0.175 -1.380 1.631
Si 0.026 -1.509 3.392
C 0.792 -3.137 3.931
C -1.787 -1.533 3.803
C 0.960 -0.120 4.207
C 1.242 -3.771 0.372
C 2.284 -4.469 -0.235
C 2.087 -5.782 -0.635
C 0.857 -6.393 -0.435
C -0.186 -5.695 0.160
C 0.003 -4.382 0.560
C 3.028 -1.638 1.298
C 3.830 -2.578 1.940
C 5.070 -2.203 2.435
C 5.506 -0.893 2.294
C 4.708 0.047 1.653
C 3.469 -0.321 1.157
C 2.480 0.842 -2.199
C 2.417 2.071 -1.541
C 3.563 2.840 -1.413
C 4.768 2.382 -1.928
C 4.835 1.150 -2.566
C 3.696 0.374 -2.697
C 0.997 -1.262 -3.609
C 0.393 -2.513 -3.473
C 0.310 -3.360 -4.566
C 0.823 -2.960 -5.793
C 1.424 -1.716 -5.931
C 1.513 -0.865 -4.842
H -0.672 2.995 -4.893
H 0.352 1.572 -4.873
H 0.711 2.945 -3.807
H -3.153 1.138 -4.451
H -3.139 0.038 -3.071
H -1.993 -0.193 -4.383
H -3.035 3.276 -2.321
H -1.435 4.006 -2.219
H -2.007 2.950 -0.930
H 0.486 -3.997 3.334
H 0.470 -3.326 4.958
H 1.882 -3.094 3.949
H -2.259 -2.448 3.438
H -2.280 -0.665 3.371
H -1.931 -1.483 4.884
H 1.906 0.059 3.688
H 1.195 -0.385 5.241
H 0.384 0.804 4.200
H 3.245 -3.995 -0.394
H 2.897 -6.329 -1.098
H 0.710 -7.420 -0.743
H -1.143 -6.173 0.313
H -0.803 -3.822 1.018
H 3.497 -3.602 2.048
H 5.693 -2.933 2.933
H 6.473 -0.604 2.683
H 5.050 1.067 1.541
H 2.843 0.418 0.671
H 1.478 2.413 -1.121
H 3.515 3.797 -0.912
H 5.661 2.985 -1.829
H 5.777 0.794 -2.962
H 3.754 -0.590 -3.187
H -0.002 -2.824 -2.512
H -0.151 -4.332 -4.459
H 0.756 -3.622 -6.646
H 1.825 -1.409 -6.887
H 1.989 0.102 -4.951
C -2.570 5.487 1.085
C -2.279 4.436 2.139
C -0.912 4.652 2.766
C -3.381 4.368 3.179
O -2.285 3.169 1.378
P -1.665 1.816 1.897
O -1.787 1.594 3.341
O -0.266 1.621 1.246
O -2.412 0.713 0.954
C -3.855 0.383 0.870
C -4.540 0.673 2.194
C -4.444 1.240 -0.234
C -3.896 -1.092 0.524
H -2.623 6.472 1.552
H -3.524 5.284 0.599
H -1.785 5.501 0.329
H -0.885 5.626 3.255
H -0.133 4.626 2.003
H -0.705 3.891 3.519
H -3.428 5.312 3.724
H -3.190 3.562 3.886
H -4.347 4.209 2.697
H -4.506 1.736 2.430
H -4.092 0.119 3.016
H -5.587 0.380 2.110
H -4.305 2.296 -0.002
H -5.513 1.041 -0.325
H -3.974 1.021 -1.190
H -3.480 -1.690 1.334
H -3.329 -1.284 -0.389
H -4.929 -1.400 0.357
*
```

Values from the calculation:
Gap between HOMO and LUMO (spin up / spin down) ... 7.81 / 7.07 eV
<S²> ... 0.766
HOMO level (spin up / spin down) ... -0.41234 / -0.40489 hartree
LUMO energy (spin up / spin down) ... -3.4 / -3.9 eV

Here are the Mulliken charges for atoms 1 to 99, given in e: 3.465 -1.151 -0.121 -1.121 -0.212 0.586 0.560 -0.291 0.728 0.011 0.097 -1.187 -0.524 -0.769 0.623 -0.521 -0.826 -0.649 -0.726 -0.670 0.632 -0.588 -0.905 -0.732 -0.811 -0.497 1.040 -0.737 -0.662 -0.711 -0.828 -0.455 0.504 -0.684 -0.842 -0.590 -0.941 -0.411 0.454 0.324 0.337 0.440 0.302 0.343 0.431 0.461 -0.627 0.346 0.440 0.274 0.346 -0.392 0.485 0.221 0.482 0.140 0.500 0.474 0.437 0.469 0.470 0.573 0.465 0.417 0.507 0.359 0.461 0.476 0.438 0.461 0.509 0.443 0.494 0.420 0.451 0.538 -1.626 1.605 -1.492 -1.563 0.348 -0.868 -0.881 -0.677 -0.153 1.214 -1.360 -1.008 -1.460 0.483 0.318 0.289 0.505 0.284 0.325 0.538 0.237 0.295 0.208



Which of them is the least stable? Correct choice: i.



i.
The following is a quantum chemistry calculation of a cluster of 4 separate species, C3H13NO3 in total, from the Open Molecules 2025 dataset.

Structure (ORCA input):
```
! RIJCOSX wB97M-V def2-TZVPD def2/J DEFGRID3
* xyz 0 1
C 0.362 0.001 0.108
O 0.924 0.974 -0.603
C 0.197 -1.225 -0.807
C -0.495 -2.323 -0.073
N -0.409 -0.907 -2.064
H 0.957 -0.375 0.994
H -0.703 0.200 0.449
H 0.017 -1.332 -2.908
H 1.204 -1.541 -1.058
H -1.602 -1.936 -0.002
H -0.120 -2.622 0.982
H -0.558 -3.226 -0.715
H 2.035 -1.846 -1.060
H -0.488 0.099 -2.198
H -0.079 3.230 3.073
H 0.541 1.889 3.040
O 0.035 2.471 3.625
H 0.117 2.666 0.004
H -1.140 2.798 -0.841
O -0.794 3.004 0.057
*
```

Values from the calculation:
Gap between HOMO and LUMO ... 5.76 eV
HOMO level ... -0.30750 hartree
LUMO energy ... -2.6 eV

Charges per atom according to Mulliken partitioning, unit e: -0.515 -0.842 0.953 -1.153 -0.452 0.278 0.349 0.271 -0.618 0.310 0.312 0.348 0.477 0.299 0.323 0.320 -0.642 0.343 0.274 -0.631



ii.
The following is a quantum chemistry calculation of a cluster of 3 separate species, C3H13NO3 in total, from the Open Molecules 2025 dataset.

Structure (ORCA input):
```
! RIJCOSX wB97M-V def2-TZVPD def2/J DEFGRID3
* xyz 0 1
N -0.367 -2.422 1.062
C 0.448 -1.303 1.072
C 0.037 -0.046 0.305
C 0.883 1.276 0.494
O 0.637 2.630 0.009
H 0.033 -3.223 1.466
H -1.356 -2.247 1.432
H 1.485 -1.554 0.555
H 0.801 -0.807 1.987
H -0.108 -0.382 -0.857
H -0.867 0.424 0.714
H 0.937 1.515 1.579
H 1.877 1.175 0.105
H 0.065 3.208 -0.443
O -1.466 4.195 -1.373
H -1.820 4.583 -2.229
H -0.554 4.346 -1.347
O -0.414 -4.152 -1.586
H 0.357 -3.740 -2.072
H -0.608 -3.477 -0.873
*
```

Values from the calculation:
Gap between HOMO and LUMO ... 10.26 eV
HOMO level ... -0.35511 hartree
LUMO energy ... 0.6 eV
SMILES string ... NCCCO.O.O

Charges per atom according to Mulliken partitioning, unit e: -0.440 -0.557 -0.236 -0.513 -0.479 0.259 0.210 0.218 0.353 0.148 0.257 0.250 0.290 0.327 -0.626 0.328 0.233 -0.703 0.314 0.369



Which of them is the least stable? Correct choice: i.



i.
The following is a quantum chemistry calculation of a cluster of 3 separate species, C3H13NO3 in total, from the Open Molecules 2025 dataset.

Structure (ORCA input):
```
! RIJCOSX wB97M-V def2-TZVPD def2/J DEFGRID3
* xyz 0 1
C 0.726 -2.659 -0.302
C 1.927 -1.752 -0.186
N 1.697 -0.422 -0.746
C 0.539 0.290 -0.330
O 0.358 1.437 -1.210
H 1.018 -3.716 -0.220
H 0.210 -2.650 -1.260
H 0.029 -2.539 0.529
H 2.326 -1.803 0.833
H 2.779 -2.195 -0.726
H 2.567 0.094 -0.743
H 0.405 0.633 0.706
H -0.357 -0.329 -0.447
H 1.248 1.571 -1.557
O -2.496 0.899 -1.491
H -2.316 0.438 -2.292
H -1.633 1.343 -1.362
O -2.970 4.157 3.446
H -3.493 3.863 4.216
H -2.562 3.340 3.142
*
```

Values from the calculation:
Gap between HOMO and LUMO ... 10.04 eV
HOMO level ... -0.34305 hartree
LUMO energy ... 0.7 eV
SMILES string ... CCNCO.O.O

Charges per atom according to Mulliken partitioning, unit e: -1.261 -0.377 -0.332 -0.143 -0.563 0.363 0.338 0.332 0.281 0.367 0.241 0.243 0.236 0.286 -0.668 0.309 0.348 -0.640 0.324 0.316



ii.
The following is a quantum chemistry calculation of a cluster of 3 separate species, C3H13NO3 in total, from the Open Molecules 2025 dataset.

Structure (ORCA input):
```
! RIJCOSX wB97M-V def2-TZVPD def2/J DEFGRID3
* xyz 0 1
C 0.228 2.227 -1.203
C -0.233 0.844 -0.796
O -0.597 0.908 0.613
C 0.830 -0.213 -1.020
N 0.413 -1.589 -0.694
H -0.602 2.904 -1.125
H 1.049 2.416 -0.549
H 0.528 2.101 -2.270
H -1.105 0.513 -1.371
H -1.220 0.178 0.745
H 1.219 -0.123 -2.057
H 1.767 0.131 -0.536
H 1.159 -2.021 -0.038
H 0.455 -2.087 -1.571
O 1.327 -0.278 2.028
H 0.569 0.205 1.584
H 1.155 0.104 2.898
O -1.935 -1.475 0.569
H -1.069 -1.614 0.073
H -2.013 -2.039 1.339
*
```

Values from the calculation:
Gap between HOMO and LUMO ... 10.88 eV
HOMO level ... -0.37045 hartree
LUMO energy ... 0.8 eV
SMILES string ... C[C@H](O)CN.O.O

Charges per atom according to Mulliken partitioning, unit e: -1.491 0.520 -0.722 -0.992 -0.587 0.348 0.384 0.349 0.310 0.404 0.464 0.347 0.285 0.235 -0.653 0.474 0.310 -0.775 0.503 0.288



Which of them is the least stable? Correct choice: i.